1.
Formula: C7H9N3
Source: the OMol25 dataset
Level of theory: ωB97M-V/def2-TZVPD

Each line ends with the Löwdin charge.
Geometry (Å):
1 C -2.42 1.18 0.00  -0.182
2 C -2.45 -1.34 0.04  -0.136
3 C -3.46 -0.53 0.32  -0.114
4 C -0.52 0.09 -0.38  -0.353
5 C 3.17 0.18 0.09  -0.111
6 C 0.89 0.16 -0.72  -0.173
7 C 1.73 0.60 0.47  -0.238
8 N -1.20 1.22 0.16  0.183
9 N -1.20 -0.99 -0.39  0.100
10 N -3.61 0.86 -0.08  0.126
11 H -2.41 -2.31 0.51  0.105
12 H -4.34 -0.86 0.75  0.078
13 H 3.02 -0.84 -0.41  0.085
14 H 3.76 0.10 0.95  0.047
15 H 3.62 0.72 -0.72  0.063
16 H 1.19 -0.90 -1.08  0.143
17 H 0.96 0.96 -1.55  0.157
18 H 1.69 1.69 0.68  0.118
19 H 1.57 0.01 1.35  0.101

- HOMO-LUMO gap (eV) = 9.016
- molecular weight (g mol⁻¹) = 135.2
- DFT total energy (hartree) = -436.2785
- HOMO energy (eV) = -8.607

2.
Formula: C67H52BrF4GeN3O5P2Y
Source: the OMol25 dataset
Level of theory: ωB97M-V/def2-TZVPD

Each line ends with the Löwdin charge.
Geometry (Å):
1 Y -0.21 0.24 0.49  1.193
2 C -0.84 -3.11 -4.57  -0.090
3 C -0.92 -1.78 -4.95  -0.084
4 C -1.40 -0.83 -4.07  -0.082
5 C -1.81 -1.20 -2.79  -0.377
6 C -1.72 -2.54 -2.41  -0.097
7 C -1.24 -3.49 -3.29  -0.072
8 P -2.40 0.00 -1.54  1.078
9 C -4.13 0.31 -2.06  -0.357
10 C -4.80 -0.48 -2.99  -0.089
11 C -6.13 -0.22 -3.29  -0.095
12 C -6.81 0.82 -2.66  -0.103
13 C -6.14 1.60 -1.73  -0.085
14 C -4.81 1.35 -1.43  -0.098
15 C -1.57 1.58 -1.98  -0.419
16 C -1.98 2.43 -3.00  -0.114
17 C -1.29 3.61 -3.22  -0.104
18 C -0.21 3.93 -2.40  -0.121
19 C 0.18 3.07 -1.39  -0.135
20 C -0.48 1.86 -1.13  -0.266
21 H -0.45 -3.86 -5.25  0.096
22 H -0.59 -1.48 -5.94  0.099
23 H -1.42 0.22 -4.35  0.101
24 H -1.99 -2.82 -1.40  0.074
25 H -1.15 -4.52 -2.97  0.103
26 H -4.28 -1.29 -3.49  0.101
27 H -6.65 -0.83 -4.02  0.097
28 H -7.84 1.01 -2.90  0.095
29 H -6.66 2.41 -1.23  0.101
30 H -4.29 1.97 -0.70  0.097
31 H -2.84 2.18 -3.62  0.101
32 H -1.60 4.29 -4.01  0.091
33 H 0.32 4.87 -2.55  0.095
34 H 1.02 3.37 -0.76  0.094
35 O -3.03 5.23 4.97  -0.070
36 C -3.80 4.49 4.03  -0.233
37 C -2.95 3.51 3.28  -0.244
38 C -3.62 2.53 2.46  -0.072
39 C -2.85 1.64 1.79  -0.224
40 N -1.50 1.60 1.80  -0.095
41 C -0.81 2.55 2.59  -0.255
42 C -1.60 3.51 3.34  0.013
43 C 0.56 2.50 2.62  -0.244
44 C 1.38 3.43 3.36  0.013
45 C 2.72 3.33 3.41  -0.244
46 C 3.55 4.26 4.24  -0.232
47 O 3.56 3.92 5.63  -0.080
48 C 3.36 2.24 2.68  -0.075
49 C 2.57 1.41 1.96  -0.270
50 N 1.21 1.47 1.86  -0.096
51 H -3.62 5.83 5.43  0.077
52 H -4.27 5.17 3.31  0.121
53 H -4.60 3.94 4.54  0.114
54 H -4.70 2.49 2.41  0.093
55 H -3.33 0.88 1.17  0.062
56 H -1.11 4.24 3.97  0.099
57 H 0.90 4.24 3.89  0.108
58 H 3.18 5.28 4.18  0.111
59 H 4.59 4.26 3.86  0.104
60 H 3.57 2.96 5.69  0.077
61 H 4.43 2.10 2.70  0.075
62 H 3.06 0.61 1.40  0.060
63 F 1.13 -5.64 5.93  0.130
64 C 0.55 -4.78 5.10  -0.136
65 C -0.83 -4.81 4.93  -0.134
66 F -1.56 -5.69 5.61  0.123
67 C -1.42 -3.91 4.07  -0.216
68 F -2.75 -3.99 3.96  0.106
69 C -0.70 -2.97 3.34  -0.290
70 P -1.58 -1.73 2.28  1.097
71 C -2.71 -2.79 1.32  -0.369
72 C -3.86 -2.23 0.76  -0.127
73 C -4.67 -2.96 -0.09  -0.078
74 C -4.33 -4.27 -0.42  -0.088
75 C -3.17 -4.83 0.10  -0.086
76 C -2.36 -4.09 0.96  -0.095
77 C -2.60 -0.96 3.59  -0.358
78 C -3.92 -1.26 3.90  -0.093
79 C -4.57 -0.56 4.90  -0.083
80 C -3.91 0.45 5.60  -0.083
81 C -2.59 0.75 5.30  -0.065
82 C -1.93 0.05 4.30  -0.101
83 C 0.68 -2.96 3.53  -0.553
84 Br 1.80 -1.71 2.68  0.954
85 C 1.29 -3.86 4.40  -0.264
86 F 2.62 -3.85 4.58  0.077
87 H -4.13 -1.20 0.99  0.091
88 H -5.55 -2.50 -0.52  0.105
89 H -4.95 -4.84 -1.10  0.101
90 H -2.89 -5.84 -0.17  0.104
91 H -1.45 -4.53 1.33  0.112
92 H -4.44 -2.05 3.37  0.098
93 H -5.60 -0.79 5.13  0.098
94 H -4.43 1.01 6.36  0.100
95 H -2.08 1.55 5.82  0.114
96 H -0.92 0.32 4.04  0.101
97 O 1.81 -2.72 -1.53  0.028
98 N 1.43 -1.65 -1.06  -0.399
99 O 1.01 -0.43 -2.18  -0.140
100 O 0.50 -1.65 -0.14  -0.325
101 C 2.14 -0.42 -1.31  -0.349
102 Ge 3.87 -0.51 -2.28  1.089
103 C 3.94 -2.00 -3.53  -0.261
104 C 4.64 -3.18 -3.34  -0.100
105 C 4.57 -4.21 -4.26  -0.093
106 C 3.77 -4.08 -5.39  -0.099
107 C 3.05 -2.91 -5.59  -0.088
108 C 3.14 -1.87 -4.67  -0.095
109 C 3.86 1.12 -3.37  -0.269
110 C 2.74 1.94 -3.46  -0.077
111 C 2.76 3.09 -4.25  -0.073
112 C 3.90 3.42 -4.96  -0.096
113 C 5.03 2.60 -4.88  -0.099
114 C 5.00 1.46 -4.09  -0.108
115 C 5.28 -0.28 -0.95  -0.256
116 C 5.34 0.98 -0.35  -0.117
117 C 6.29 1.26 0.62  -0.092
118 C 7.20 0.29 1.01  -0.091
119 C 7.15 -0.97 0.43  -0.094
120 C 6.19 -1.25 -0.54  -0.100
121 H 2.08 0.35 -0.52  0.077
122 H 5.25 -3.31 -2.45  0.078
123 H 5.12 -5.13 -4.10  0.097
124 H 3.69 -4.89 -6.10  0.096
125 H 2.43 -2.80 -6.47  0.098
126 H 2.57 -0.96 -4.83  0.103
127 H 1.83 1.70 -2.92  0.080
128 H 1.88 3.72 -4.30  0.090
129 H 3.92 4.31 -5.58  0.096
130 H 5.92 2.85 -5.44  0.095
131 H 5.88 0.83 -4.04  0.102
132 H 4.64 1.76 -0.64  0.106
133 H 6.32 2.24 1.08  0.101
134 H 7.94 0.50 1.77  0.099
135 H 7.85 -1.74 0.73  0.098
136 H 6.16 -2.24 -0.97  0.076

- HOMO-LUMO gap (eV) = 4.067
- molecular weight (g mol⁻¹) = 1358.5
- net charge = -1
- DFT total energy (hartree) = -8896.1793
- HOMO energy (eV) = -2.055

3.
Formula: C3H11N2
Source: the OMol25 dataset
Level of theory: ωB97M-V/def2-TZVPD

Each line ends with the Löwdin charge.
Geometry (Å):
1 C 0.42 -0.27 1.25  -0.065
2 C -0.48 1.59 -0.09  0.023
3 C 0.75 -0.25 -1.13  0.028
4 N -1.43 -0.64 -0.01  0.086
5 N -0.22 0.11 0.02  -0.477
6 H 1.42 0.28 1.31  0.148
7 H -0.31 -0.26 2.09  0.128
8 H 0.70 -1.32 1.10  0.078
9 H -1.52 1.77 0.18  0.106
10 H 0.28 2.23 0.51  0.151
11 H -0.32 1.93 -1.08  0.079
12 H 0.33 -0.69 -2.00  0.094
13 H 1.32 0.68 -1.39  0.120
14 H 1.51 -0.89 -0.70  0.089
15 H -1.12 -2.52 0.24  0.318
16 H -1.98 -0.74 -0.90  0.094

- HOMO-LUMO gap (spin up / spin down) (eV) = 8.984 / 10.245
- molecular weight (g mol⁻¹) = 75.1
- net charge = +1
- DFT total energy (hartree) = -229.9401
- HOMO energy (spin up / spin down) (eV) = -14.959 / -15.593